Formula: C32H26I2O3PSW
Source: the Open Molecules 2025 dataset
Level of theory: wB97M-V/def2-TZVPD

Summary:
- E_tot: -77872.154 eV
- Highest occupied orbital energy (alpha / beta): -17.18 / -17.18 eV
- HOMO-LUMO gap (alpha / beta): 0.2524 / 0.2523 Ha
- Energy relative to the best compared isomer or geometry (same formula, charge and spin): 9.9 kcal per mole
- Net charge: +3

Last column: Mulliken charge in e.
Cartesian coordinates (Å):
1 W -1.856039 1.388874 0.240605  1.612
2 I -1.401411 4.322727 0.059534  0.240
3 C -3.100138 4.545152 -1.201824  -0.792
4 I -4.001752 2.622415 -1.332882  0.269
5 H -2.771630 4.873256 -2.180150  0.442
6 H -3.808069 5.222714 -0.740629  0.441
7 O -5.422635 0.422198 0.989991  -0.364
8 C -4.402882 -0.145424 0.902013  0.035
9 O -3.204547 0.654143 1.187605  -0.422
10 C -4.134369 -1.545935 0.530605  0.555
11 C -5.220210 -2.403092 0.665115  -0.717
12 C -5.103715 -3.737093 0.308633  -0.723
13 C -3.909615 -4.208498 -0.213401  -0.739
14 C -2.821025 -3.352063 -0.364243  -0.624
15 C -2.910276 -2.023583 0.017748  0.982
16 P -1.396669 -1.022399 -0.074540  -0.246
17 C -0.515107 -1.328499 1.456739  1.305
18 C -0.516829 -0.290496 2.401804  0.412
19 C 0.081082 -0.450567 3.640524  -0.941
20 C 0.686234 -1.662434 3.943880  -0.666
21 C 0.672673 -2.709200 3.025838  -1.093
22 C 0.065283 -2.550752 1.788789  -0.428
23 C -0.491768 -1.455880 -1.556068  1.152
24 C 0.587157 -2.340746 -1.561052  0.005
25 C 1.165583 -2.707695 -2.767961  -0.798
26 C 0.666689 -2.208292 -3.964168  -0.693
27 C -0.401220 -1.317359 -3.963771  -0.755
28 C -0.977352 -0.936366 -2.762902  -0.908
29 H -6.153918 -2.016672 1.052073  0.524
30 H -5.950278 -4.400944 0.427947  0.451
31 H -3.818415 -5.245434 -0.510099  0.477
32 H -1.903641 -3.732024 -0.798514  0.428
33 H -1.036880 0.661996 2.253253  0.015
34 H 0.061579 0.351298 4.365780  0.518
35 H 1.147177 -1.800367 4.913101  0.498
36 H 1.117107 -3.662509 3.284334  0.505
37 H 0.017831 -3.386903 1.110494  0.514
38 H 0.989773 -2.731344 -0.641728  0.313
39 H 1.999700 -3.399678 -2.772856  0.474
40 H 1.110300 -2.517556 -4.901938  0.471
41 H -0.787615 -0.929263 -4.897709  0.478
42 H -1.816654 -0.261761 -2.769332  0.422
43 O 0.037923 1.543592 -0.066337  -0.465
44 S 1.473164 0.813557 -0.079938  1.273
45 C 2.260980 1.380235 1.394172  0.298
46 C 3.348959 0.615416 1.784092  -0.679
47 C 4.044588 0.999295 2.917410  -0.800
48 C 3.645885 2.121053 3.638184  -0.596
49 C 2.545896 2.869865 3.231485  -0.811
50 C 1.838966 2.500731 2.096872  0.091
51 C 2.332441 1.635523 -1.344992  0.622
52 C 2.927120 2.884253 -1.153397  -0.509
53 C 3.596489 3.450538 -2.219325  -0.777
54 C 3.671824 2.771067 -3.436180  -0.538
55 C 3.079785 1.524281 -3.602809  -0.755
56 C 2.398573 0.939491 -2.549010  -0.019
57 H 3.657022 -0.259192 1.218567  0.525
58 H 4.901907 0.420606 3.237212  0.479
59 H 4.197444 2.415917 4.521147  0.473
60 H 2.241610 3.742914 3.795301  0.479
61 H 0.979810 3.073417 1.781570  0.067
62 H 2.894089 3.376796 -0.189678  0.502
63 H 4.080899 4.411462 -2.104210  0.456
64 H 4.213729 3.218584 -4.259075  0.438
65 H 3.160358 1.004195 -4.548465  0.472
66 H 1.937001 -0.037511 -2.653227  0.147

Forces on atoms 1 to 3 (eV/Å):
W -0.3103 -0.1259 0.1764
I -0.2168 0.0678 0.1437
C 0.0539 -0.0308 0.1843


Formula: C32H26N6O4Tb
Source: the Open Molecules 2025 dataset
Level of theory: wB97M-V/def2-TZVPD

Summary:
- E_tot: -73172.201 eV
- 2S+1: 7
- Highest occupied orbital energy (alpha / beta): -4.76 / -4.77 eV
- HOMO-LUMO gap (alpha / beta): 0.2544 / 0.2548 Ha
- Energy relative to the best compared isomer or geometry (same formula, charge and spin): 94.7 kcal per mole
- Net charge: -1

Last column: Mulliken charge in e.
Cartesian coordinates (Å):
1 Tb -0.533820 -0.197367 -0.748417  0.888
2 C 5.009608 -2.115214 -4.141869  -1.580
3 C 4.104228 -1.917732 -2.947412  0.385
4 C 3.607527 -3.003408 -2.217505  -1.007
5 C 2.717747 -2.822334 -1.180661  0.163
6 C 2.240999 -1.550864 -0.800043  0.212
7 N 1.239471 -1.390974 0.151577  0.377
8 C 1.351733 -2.164798 1.323477  -0.626
9 C 2.586564 -2.315167 1.963886  -0.101
10 C 2.738266 -3.057231 3.126105  -0.980
11 C 1.639887 -3.662590 3.729944  0.237
12 C 1.771907 -4.435200 5.021246  -1.714
13 C 0.403659 -3.494451 3.126507  -0.304
14 C 0.249206 -2.775627 1.944643  0.635
15 N -1.032559 -2.755944 1.348902  -0.255
16 C -3.338500 -3.629122 0.995589  -1.187
17 C -3.550072 -2.424746 0.135240  -0.138
18 C -3.486700 -0.995640 0.496150  -0.945
19 N -1.509422 -1.539228 0.932067  0.648
20 C 2.812192 -0.470050 -1.486406  -0.399
21 C 3.694488 -0.660577 -2.553154  -0.299
22 N 2.556612 0.896503 -1.096558  0.320
23 C 3.447144 1.915107 -1.122208  -0.108
24 C 2.800815 3.043289 -0.674481  -1.314
25 C 1.495118 2.613295 -0.392362  -0.358
26 N 1.360450 1.325620 -0.651395  0.020
27 H 5.668027 -2.975409 -4.000790  0.392
28 H 5.632758 -1.235880 -4.317954  0.358
29 H 4.429987 -2.293795 -5.052935  0.279
30 H 3.910597 -4.012127 -2.490909  0.372
31 H 2.329360 -3.677433 -0.638619  0.575
32 H 3.452411 -1.840357 1.512897  0.479
33 H 3.722910 -3.151892 3.579003  0.366
34 H 2.671915 -5.054931 5.016940  0.385
35 H 0.908158 -5.082825 5.187744  0.357
36 H 1.842289 -3.758369 5.877723  0.312
37 H -0.479730 -3.930107 3.587159  0.473
38 H -3.791527 -4.514603 0.578376  0.476
39 H -4.165264 -2.610386 -0.735005  0.523
40 H -4.127701 -0.248444 0.053277  0.271
41 H 4.057325 0.211286 -3.092639  0.456
42 H 4.470854 1.756091 -1.422248  0.499
43 H 3.217835 4.031559 -0.556016  0.403
44 H 0.651646 3.163365 -0.002043  0.551
45 C -2.019995 0.426479 -2.891618  -0.551
46 C -1.818861 -0.959911 -3.018009  -0.409
47 C -0.448990 -1.190934 -3.245864  -0.877
48 C 0.196402 0.065227 -3.297206  -0.341
49 C -0.769574 1.063320 -3.070118  -0.901
50 H -2.971335 0.922645 -2.794653  0.507
51 H -2.587939 -1.710834 -3.022466  0.472
52 H 0.007196 -2.143317 -3.464935  0.530
53 H 1.217301 0.230198 -3.592460  0.749
54 H -0.606222 2.124784 -3.148938  0.518
55 O -3.915012 -3.958092 5.074897  -0.756
56 C -3.920327 -2.732017 4.785931  0.316
57 O -4.381955 -1.756292 5.408301  -0.730
58 C -3.360487 -2.424088 3.366866  0.056
59 C -3.161911 -3.622148 2.505302  -0.105
60 C -1.980540 -3.801337 1.609678  -0.885
61 N -2.351934 -1.643954 -0.275516  -0.231
62 C -2.584466 -0.731145 1.696630  2.475
63 C -3.066984 -1.169713 3.032459  -1.811
64 C -2.108205 0.760664 1.659332  0.321
65 O -2.229763 1.467916 2.624506  -0.682
66 O -1.605155 1.117650 0.486366  -0.611
67 H -3.494870 -4.513926 3.013344  0.678
68 H -1.517839 -4.774743 1.542220  0.641
69 H -3.251987 -0.386596 3.754919  0.530

Forces on atoms 1 to 3 (eV/Å):
Tb 1.2702 -0.4719 -1.2440
C -0.0877 0.0072 0.0915
C 0.0583 -0.0452 -0.0634


Formula: C32H27ClCsN5PSe2
Source: the Open Molecules 2025 dataset
Level of theory: wB97M-V/def2-TZVPD

Summary:
- E_tot: -194120.275 eV
- Highest occupied orbital energy: -10.44 eV
- HOMO-LUMO gap: 0.2997 Ha
- Energy relative to the best compared isomer or geometry (same formula, charge and spin): 11.4 kcal per mole
- Net charge: +1

Last column: Mulliken charge in e.
Cartesian coordinates (Å):
1 Cs 0.113990 -0.194229 2.578248  1.089
2 Cl 1.021948 2.507764 0.050248  -0.134
3 C 0.685705 2.481514 -1.692255  0.474
4 C 1.545262 3.145137 -2.541032  -0.773
5 C 1.239075 3.125450 -3.900890  -0.390
6 C 0.142673 2.431615 -4.406051  -0.861
7 C -0.709713 1.826302 -3.499524  -0.108
8 C -0.453456 1.801613 -2.121834  -0.301
9 P -1.450091 0.835780 -0.907220  0.094
10 C -3.098054 0.856434 -1.720743  -0.076
11 C -3.884403 1.964823 -1.478855  -0.419
12 C -5.151103 2.051438 -2.046790  -0.617
13 C -5.645782 1.001602 -2.801636  -0.429
14 C -4.900187 -0.155519 -2.989509  -0.719
15 C -3.609851 -0.214015 -2.465972  0.065
16 C -0.907929 -0.873682 -1.296832  0.584
17 C -0.215829 -1.272631 -2.425173  -0.312
18 C -0.009553 -2.618505 -2.686122  -0.467
19 C -0.461345 -3.596303 -1.802664  -0.495
20 C -1.113699 -3.193526 -0.647613  -0.907
21 C -1.298014 -1.841628 -0.377038  -0.646
22 H 2.374113 3.712880 -2.171613  0.514
23 H 1.886439 3.668682 -4.562050  0.424
24 H -0.141983 2.367960 -5.448823  0.440
25 H -1.574557 1.258972 -3.804253  0.540
26 H -3.458069 2.784729 -0.911880  0.404
27 H -5.720420 2.970357 -1.888486  0.379
28 H -6.629711 1.079500 -3.260554  0.371
29 H -5.294460 -1.012104 -3.545133  0.396
30 H -3.001065 -1.096946 -2.591596  0.293
31 H 0.188904 -0.576417 -3.114311  0.493
32 H 0.527775 -2.914600 -3.602119  0.407
33 H -0.287837 -4.672264 -2.002251  0.381
34 H -1.431818 -3.936314 0.061692  0.454
35 H -1.895980 -1.538955 0.489000  0.801
36 Se 1.774033 -3.324592 1.649940  -0.156
37 Se 3.173666 -4.260941 0.102880  -0.121
38 C 3.469298 -2.832035 -1.186035  0.572
39 C 4.031003 -3.290331 -2.387064  -0.527
40 C 4.217712 -2.378729 -3.399390  -0.482
41 C 3.795043 -1.049593 -3.198088  -0.442
42 C 3.220706 -0.733055 -1.988054  -0.277
43 N 3.059094 -1.608041 -0.985950  -0.260
44 C 2.430229 -3.532018 3.464991  0.476
45 C 3.004688 -4.696835 3.962143  -0.455
46 C 3.209305 -4.748906 5.331054  -0.392
47 C 2.709941 -3.778318 6.155150  -0.563
48 C 2.120021 -2.687535 5.548043  -0.246
49 N 1.979198 -2.553560 4.233435  -0.101
50 H 4.270746 -4.358914 -2.502985  0.327
51 H 4.709013 -2.682956 -4.323996  0.398
52 H 3.853583 -0.286503 -3.984636  0.412
53 H 2.779038 0.237183 -1.794023  0.424
54 H 3.304854 -5.514103 3.314014  0.321
55 H 3.670558 -5.647095 5.746234  0.372
56 H 2.825563 -3.811955 7.231151  0.377
57 H 1.739207 -1.859387 6.144071  0.372
58 N -3.489802 4.882592 4.003903  -0.471
59 C -2.155605 4.599072 4.016513  0.602
60 C -1.691320 3.271455 3.921861  -0.222
61 N -0.401749 3.008358 3.914303  -0.326
62 C 0.437214 4.043835 3.996228  -0.262
63 C -0.027144 5.351393 4.033348  -0.226
64 N -1.337185 5.639845 4.022424  -0.566
65 H -4.153291 4.135701 4.223236  0.224
66 H -3.685630 5.821746 4.348279  0.279
67 H -2.382522 2.432799 3.836028  0.218
68 H 1.510815 3.853108 4.025445  0.381
69 H 0.648747 6.193402 4.057181  0.392

Forces on atoms 1 to 3 (eV/Å):
Cs 0.1438 0.2402 -0.0802
Cl 0.3007 0.1410 -0.3475
C -0.3082 -0.3002 0.8467